[1]
Here is a 2-piece molecular cluster, C4H9N2O2 overall at a distorted geometry from OMol25. Energies are from wB97M-V/def2-TZVPD.

Last column: natural (NBO) charge in e.
Element x y z (Å)
O1 -0.682 -1.105 0.638  -0.796
C1 -0.196 -0.171 -0.052  0.570
N1 -0.786 0.427 -1.069  -0.911
C2 -3.618 -0.153 0.559  0.273
O2 -4.678 -0.400 0.015  -0.577
C3 1.279 0.162 0.306  -0.147
C4 2.102 -1.026 -0.217  -0.609
N2 1.904 1.426 -0.105  -0.836
H1 -0.201 1.224 -1.321  0.289
H2 -3.739 0.347 1.534  0.064
H3 -2.640 -0.540 0.244  0.209
H4 1.313 0.109 1.399  0.180
H5 1.780 -1.914 0.318  0.227
H6 3.159 -0.857 -0.004  0.187
H7 1.911 -1.148 -1.283  0.197
H8 1.248 2.160 0.162  0.345
H9 1.845 1.459 -1.124  0.336

Summary:
Maximum force = 1.55 eV/Å
DFT total energy = -11369.4523 eV
Net charge = -1

---

[2]
Here is one molecule with the formula C5H8O2 from OMol25. Energies are from wB97M-V/def2-TZVPD.

Last column: natural (NBO) charge in e.
Element x y z (Å)
C1 -0.479 -0.559 -1.693  -0.578
C2 -0.124 0.450 -0.894  0.335
O1 -0.320 1.745 -1.283  -0.688
C3 0.353 0.367 0.518  0.165
O2 0.940 1.518 1.043  -0.687
C4 0.899 -0.914 1.049  -0.415
C5 -0.487 -0.491 1.444  -0.422
H1 -0.415 1.695 -2.245  0.490
H2 -0.182 -1.585 -1.528  0.214
H3 -1.151 -0.355 -2.522  0.201
H4 0.408 2.273 0.759  0.484
H5 1.686 -0.810 1.789  0.235
H6 1.024 -1.743 0.360  0.218
H7 -1.325 -1.019 0.997  0.222
H8 -0.641 -0.123 2.453  0.226

Summary:
Structure (SMILES) = C=C(O)C1(O)CC1
Maximum force = 0.43 eV/Å
DFT total energy = -9407.9154 eV
Net charge = 0

---

[3]
Here is C5H8O as an isolated structure from OMol25. Energies are from wB97M-V/def2-TZVPD.

Last column: natural (NBO) charge in e.
Element x y z (Å)
C1 -0.469 -0.330 1.538  -0.620
C2 0.135 -0.896 0.272  -0.247
C3 -0.180 -0.336 -1.102  -0.290
C4 -0.308 1.175 -0.935  -0.066
O1 1.021 1.256 -0.360  -0.522
C5 1.181 -0.154 -0.501  0.094
H1 -0.381 0.760 1.544  0.221
H2 0.062 -0.700 2.420  0.216
H3 -1.530 -0.596 1.628  0.209
H4 0.273 -1.977 0.257  0.221
H5 -0.489 -0.944 -1.946  0.224
H6 -1.082 1.488 -0.225  0.171
H7 -0.397 1.797 -1.830  0.189
H8 2.163 -0.543 -0.761  0.201

Summary:
Maximum force = 0.34 eV/Å
DFT total energy = -7359.8570 eV
Net charge = 0

---

[4]
Here is C7H24IN6O7 as an isolated structure at a distorted geometry from OMol25. Energies are from wB97M-V/def2-TZVPD.

Last column: natural (NBO) charge in e.
Element x y z (Å)
I1 10.126 24.232 20.034  -0.206
C1 9.192 25.164 16.812  -0.107
C2 7.738 24.741 16.586  -0.088
O1 7.659 23.649 15.589  -0.739
O2 9.918 24.103 17.417  -0.778
H1 9.130 26.117 17.336  0.174
H2 9.746 25.388 15.900  0.173
H3 7.347 25.697 16.238  0.168
H4 7.360 24.470 17.572  0.182
H5 8.411 23.080 15.766  0.474
H6 10.196 24.267 18.321  0.380
C3 11.344 20.997 20.187  -0.107
C4 11.261 19.543 19.685  -0.090
O3 10.552 18.910 20.747  -0.730
O4 9.962 21.565 20.205  -0.804
H7 12.012 21.590 19.562  0.163
H8 11.870 21.171 21.126  0.179
H9 12.218 19.173 19.316  0.180
H10 10.725 19.454 18.740  0.169
H11 9.737 19.410 20.831  0.483
H12 10.059 22.520 20.165  0.372
C5 8.779 24.780 23.598  0.738
O5 8.631 25.187 24.693  -0.699
N1 8.101 23.847 23.048  -0.824
N2 9.689 25.276 22.845  -0.853
H13 7.271 23.524 23.523  0.396
H14 8.064 23.898 22.039  0.387
H15 10.224 26.056 23.199  0.396
H16 9.958 24.856 21.967  0.349
C6 11.325 27.340 19.873  0.743
O6 11.562 28.512 20.005  -0.704
N3 10.129 26.857 19.648  -0.866
N4 12.212 26.443 19.803  -0.829
H17 9.855 25.885 19.620  0.307
H18 9.365 27.519 19.657  0.384
H19 13.158 26.706 20.037  0.390
H20 11.959 25.470 19.898  0.375
C7 6.471 23.775 20.036  0.747
O7 5.278 23.737 19.882  -0.682
N5 7.223 22.724 20.106  -0.843
N6 7.241 24.790 20.264  -0.880
H21 8.216 22.802 20.272  0.384
H22 6.842 21.789 20.099  0.399
H23 6.829 25.690 20.469  0.395
H24 8.250 24.750 20.305  0.345

Summary:
Maximum force = 7.17 eV/Å
DFT total energy = -39019.3345 eV
Net charge = -1

---

[5]
Here is a 3-piece molecular cluster, C11H27N2O3P overall at a distorted geometry from OMol25. Energies are from wB97M-V/def2-TZVPD.

Last column: natural (NBO) charge in e.
Element x y z (Å)
N1 -0.540 -3.450 2.159  -0.832
C1 -0.055 -2.112 1.730  -0.239
C2 -1.123 -1.263 1.026  0.086
O1 -0.505 -0.003 0.679  -0.724
C3 -2.340 -0.945 1.904  -0.738
P1 -3.548 -2.333 2.193  0.674
N2 -3.203 -3.458 0.874  -1.113
H1 -0.326 -4.089 1.404  0.355
H2 0.094 -3.741 2.896  0.352
H3 0.350 -1.583 2.593  0.184
H4 0.764 -2.260 1.024  0.189
H5 -1.423 -1.700 0.079  0.190
H6 -0.360 0.428 1.528  0.458
H7 -1.998 -0.509 2.845  0.224
H8 -2.911 -0.178 1.383  0.232
H9 -3.044 -2.978 3.352  -0.040
H10 -3.603 -4.340 1.177  0.378
H11 -3.786 -3.120 0.116  0.368
C4 3.558 0.517 -0.959  -0.430
C5 4.893 0.412 -0.232  -0.430
C6 4.453 -0.011 1.161  -0.065
O2 3.260 -0.782 0.994  -0.545
C7 2.778 -0.636 -0.347  -0.081
H12 3.640 0.443 -2.043  0.219
H13 3.075 1.468 -0.718  0.202
H14 5.505 -0.370 -0.687  0.201
H15 5.468 1.337 -0.231  0.217
H16 4.218 0.859 1.785  0.162
H17 5.202 -0.614 1.678  0.182
H18 2.970 -1.573 -0.884  0.158
H19 1.703 -0.468 -0.322  0.209
C8 -1.863 2.230 -1.298  -0.425
C9 -2.828 3.073 -2.122  -0.433
C10 -1.874 3.987 -2.877  -0.066
O3 -0.667 3.244 -3.068  -0.540
C11 -0.697 2.062 -2.258  -0.064
H20 -2.276 1.279 -0.968  0.223
H21 -1.544 2.786 -0.413  0.199
H22 -3.374 2.438 -2.824  0.199
H23 -3.556 3.622 -1.525  0.215
H24 -1.639 4.884 -2.294  0.162
H25 -2.262 4.299 -3.848  0.181
H26 -0.845 1.197 -2.914  0.162
H27 0.259 1.949 -1.747  0.186

Summary:
Structure (SMILES) = NC[C@H](O)CPN.C1CCOC1.C1CCOC1
Maximum force = 1.10 eV/Å
DFT total energy = -30254.7785 eV
Net charge = 0

---

[6]
Here is one molecule with the formula CH3FN2OS at a distorted geometry from OMol25. Energies are from wB97M-V/def2-TZVPD.

Last column: natural (NBO) charge in e.
Element x y z (Å)
C1 0.012 -1.760 -1.573  0.930
N1 0.320 -1.142 -0.441  -0.536
N2 -0.774 -0.140 0.306  -0.589
O1 -0.997 -1.766 -2.192  -0.597
F1 1.103 -2.494 -1.976  -0.352
S1 -0.672 1.433 -0.239  0.236
H1 1.230 -1.146 -0.016  0.413
H2 -1.639 -0.555 -0.046  0.393
H3 0.142 1.847 0.750  0.101

Summary:
Structure (SMILES) = O=C(F)NNS
Maximum force = 4.04 eV/Å
DFT total energy = -19664.6289 eV
Net charge = 0

---

| no. | lowest unoccupied orbital energy (hartree) | gap between HOMO and LUMO (eV) |
| --- | --- | --- |
| 1 | 0.152 | 8.09 |
| 2 | 0.030 | 9.57 |
| 3 | 0.041 | 10.34 |
| 4 | 0.092 | 8.58 |
| 5 | 0.029 | 8.59 |
| 6 | 0.020 | 10.53 |